Record 1
# C30H31AsBBiCl5F5N6OS

A molecular structure, C30H31AsBBiCl5F5N6OS (wB97M-V/def2-TZVPD, the OMol25 dataset).

Geometry as ORCA input:
```
! wB97M-V def2-TZVPD RIJCOSX def2/J DEFGRID3
* xyz 0 1
Bi -0.01 -0.25 0.02
C -1.55 2.48 -2.09
C -0.49 3.05 -1.19
C 0.04 4.35 -1.13
C 1.02 4.32 -0.15
C 1.91 5.41 0.35
N 1.06 3.06 0.32
N 0.14 2.28 -0.30
B 1.95 2.39 1.40
N 2.89 1.34 0.74
N 2.39 0.20 0.20
C 3.43 -0.52 -0.24
C 3.27 -1.88 -0.85
C 4.62 0.19 0.02
C 4.23 1.35 0.65
C 5.08 2.48 1.16
N 1.04 1.68 2.44
N 0.22 0.62 2.16
C -0.34 0.23 3.31
C -1.29 -0.91 3.50
C 0.11 1.07 4.33
C 0.98 1.96 3.75
C 1.73 3.09 4.39
H -1.98 3.27 -2.71
H -1.13 1.71 -2.73
H -2.35 2.02 -1.51
H -0.27 5.21 -1.71
H 1.70 6.33 -0.20
H 1.75 5.60 1.41
H 2.96 5.16 0.21
H 2.62 3.22 1.95
H 2.37 -1.93 -1.47
H 4.14 -2.11 -1.47
H 3.21 -2.64 -0.07
H 5.63 -0.13 -0.19
H 6.12 2.28 0.93
H 4.80 3.43 0.71
H 4.99 2.59 2.25
H -1.47 -1.48 2.60
H -0.89 -1.57 4.27
H -2.25 -0.53 3.85
H -0.17 1.02 5.38
H 1.43 3.17 5.43
H 2.81 2.92 4.35
H 1.52 4.04 3.89
Cl -1.16 -3.07 -0.92
C -0.08 -3.45 0.40
C 0.53 -2.40 1.07
C 1.44 -2.77 2.06
Cl 2.38 -1.59 2.94
C 1.68 -4.11 2.40
Cl 2.79 -4.54 3.64
C 1.02 -5.13 1.71
Cl 1.30 -6.78 2.10
C 0.13 -4.80 0.68
Cl -0.66 -6.04 -0.21
F -6.14 4.27 2.04
C -5.36 3.27 1.64
C -5.85 2.28 0.82
F -7.11 2.34 0.40
C -5.04 1.23 0.43
F -5.58 0.31 -0.37
C -3.71 1.10 0.84
S -2.82 -0.33 0.36
C -3.25 2.14 1.64
F -1.98 2.15 2.07
C -4.05 3.19 2.05
F -3.55 4.15 2.84
C 3.59 -0.17 -3.94
As 2.02 0.83 -3.46
C 2.67 2.41 -2.60
C 1.24 1.41 -5.12
O 0.93 -0.05 -2.58
H 4.06 0.28 -4.82
H 3.29 -1.19 -4.16
H 4.28 -0.15 -3.10
H 3.35 2.93 -3.27
H 3.19 2.11 -1.69
H 1.83 3.06 -2.34
H 1.96 1.96 -5.72
H 0.38 2.05 -4.90
H 0.89 0.53 -5.65
*
```

* molecular weight: 1090.7 g mol⁻¹
* DFT total energy: -196993.3021 eV
* ΔE to the lowest compared entry with this formula, charge and spin: 0.0 kcal/mol



Record 2
# C30H31ClN3S2SbSn

A molecular structure, C30H31ClN3S2SbSn at a distorted geometry (wB97M-V/def2-TZVPD, the OMol25 dataset).

Geometry as ORCA input:
```
! wB97M-V def2-TZVPD RIJCOSX def2/J DEFGRID3
* xyz 2 1
Sn -0.21 -2.02 -0.41
C 3.15 -3.60 4.18
S 3.63 -2.96 2.55
C 2.14 -2.68 1.76
S 2.29 -2.10 0.13
N 1.02 -2.90 2.39
N -0.13 -2.71 1.74
C -1.24 -2.92 2.36
C -2.50 -2.81 1.66
C -3.70 -3.07 2.30
C -4.88 -3.03 1.57
C -4.82 -2.74 0.21
C -3.58 -2.47 -0.35
N -2.45 -2.49 0.35
H 3.97 -3.35 4.85
H 3.03 -4.68 4.12
H 2.23 -3.13 4.49
H -1.22 -3.22 3.40
H -3.70 -3.31 3.35
H -5.83 -3.23 2.04
H -5.71 -2.72 -0.40
H -3.48 -2.25 -1.41
C -2.59 2.15 0.76
C -1.73 3.17 0.08
C -2.05 4.53 0.16
C -1.26 5.49 -0.45
C -0.13 5.13 -1.17
C 0.21 3.79 -1.27
C -0.59 2.84 -0.64
Sb 0.32 0.90 -0.74
C 0.86 0.81 -2.82
C 2.18 0.88 -3.26
C 2.45 0.89 -4.62
C 1.40 0.80 -5.52
C 0.09 0.73 -5.07
C -0.22 0.74 -3.72
C -1.66 0.73 -3.27
C 1.46 0.96 1.10
C 0.64 0.77 2.20
C 1.18 0.85 3.47
C 2.53 1.14 3.62
C 3.33 1.33 2.51
C 2.82 1.23 1.21
C 3.71 1.40 0.02
H -3.64 2.37 0.61
H -2.40 2.15 1.84
H -2.39 1.14 0.37
H -2.93 4.81 0.71
H -1.53 6.53 -0.36
H 0.49 5.87 -1.65
H 1.08 3.50 -1.85
H 3.00 0.95 -2.56
H 3.47 0.96 -4.96
H 1.60 0.79 -6.59
H -0.72 0.67 -5.79
H -2.31 0.50 -4.11
H -1.95 1.71 -2.88
H -1.84 -0.02 -2.50
H -0.42 0.55 2.08
H 0.55 0.70 4.34
H 2.95 1.22 4.61
H 4.38 1.54 2.63
H 4.74 1.15 0.28
H 3.70 2.43 -0.34
H 3.39 0.73 -0.78
Cl -1.43 -4.75 -2.02
C 0.04 -4.00 -1.50
H 0.71 -3.79 -2.33
H 0.52 -4.58 -0.72
*
```

* molecular weight: 773.7 g mol⁻¹
* DFT total energy: -82629.4553 eV



Record 3
# C30H31ClN4O4

A single C30H31ClN4O4 molecule (wB97M-V/def2-TZVPD, the OMol25 dataset).

Geometry as ORCA input:
```
! wB97M-V def2-TZVPD RIJCOSX def2/J DEFGRID3
* xyz 0 1
C 1.00 4.22 3.93
C 0.75 4.75 2.52
O 0.69 3.71 1.56
C -0.27 2.76 1.69
C -1.53 2.94 2.25
C -2.44 1.90 2.29
C -2.11 0.65 1.79
C -0.86 0.45 1.22
C 0.04 1.50 1.16
N 1.36 1.30 0.64
C 1.63 1.38 -0.70
N 2.80 1.24 -1.20
C 3.86 1.04 -0.36
C 5.14 0.90 -0.91
C 6.23 0.72 -0.07
C 6.06 0.68 1.31
C 4.81 0.81 1.86
C 3.70 0.99 1.03
C 2.36 1.14 1.60
O 2.09 1.13 2.78
H 4.65 0.79 2.93
H 6.92 0.53 1.95
H 7.21 0.61 -0.50
H 5.25 0.94 -1.98
C 0.47 1.64 -1.64
N -0.35 0.43 -1.70
C -1.65 0.60 -2.32
C -2.51 -0.60 -1.94
N -1.88 -1.85 -2.31
C -2.61 -2.80 -2.91
O -3.71 -2.58 -3.40
C -2.05 -4.23 -2.94
O -1.44 -4.63 -1.72
C -2.10 -4.41 -0.55
C -3.45 -4.10 -0.45
C -4.01 -3.85 0.79
C -3.23 -3.92 1.93
C -1.89 -4.26 1.84
C -1.33 -4.51 0.61
H -0.29 -4.77 0.51
H -1.28 -4.32 2.74
Cl -3.92 -3.57 3.48
H -5.06 -3.59 0.87
H -4.08 -4.04 -1.32
H -1.27 -4.32 -3.70
H -2.88 -4.89 -3.20
C -0.51 -1.98 -1.84
H -0.05 -2.87 -2.26
C 0.29 -0.74 -2.25
H 1.30 -0.82 -1.86
H 0.34 -0.70 -3.35
H -0.51 -2.06 -0.75
H -3.48 -0.56 -2.44
H -2.67 -0.60 -0.85
H -2.12 1.51 -1.93
H -1.59 0.67 -3.41
C 0.98 2.15 -2.99
H 1.51 3.08 -2.84
H 1.65 1.43 -3.44
H 0.14 2.33 -3.66
H -0.17 2.41 -1.18
H -0.57 -0.52 0.85
H -2.81 -0.16 1.85
H -3.41 2.06 2.74
H -1.80 3.90 2.66
H -0.15 5.37 2.49
H 1.60 5.36 2.19
H 1.26 5.04 4.59
H 0.12 3.71 4.32
H 1.82 3.50 3.91
*
```

* molecular weight: 547.1 g mol⁻¹
* DFT total energy: -58287.2191 eV
* ΔE to the lowest compared entry with this formula, charge and spin: 1.3 kcal/mol
* structure (SMILES): CCOc1ccccc1-n1c([C@@H](C)N2CCN(C(=O)COc3ccc(Cl)cc3)CC2)nc2ccccc2c1=O



Record 4
# C30H31F2NaO

A molecular structure, C30H31F2NaO at a distorted geometry (wB97M-V/def2-TZVPD, the OMol25 dataset).

Geometry as ORCA input:
```
! wB97M-V def2-TZVPD RIJCOSX def2/J DEFGRID3
* xyz 0 1
C -4.93 -1.11 4.34
C -4.31 -1.73 3.08
C -4.12 -3.22 3.33
C -5.29 -1.55 1.91
C -2.96 -1.03 2.76
C -1.80 -1.72 2.56
C -0.55 -1.07 2.26
C 0.58 -1.86 1.92
C 1.91 -1.66 2.36
C 2.39 -0.44 2.93
C 3.76 -0.21 2.97
F 4.19 1.06 3.30
C 4.72 -1.16 2.60
C 4.20 -2.38 2.18
F 5.10 -3.28 1.54
C 2.87 -2.70 2.14
C -0.54 0.35 2.19
C -1.65 1.11 2.41
C -1.61 2.65 2.39
C -2.40 3.19 1.18
C -0.18 3.19 2.31
C -2.24 3.20 3.67
C -2.95 0.43 2.56
O -4.02 1.08 2.48
H -5.13 -0.05 4.18
H -5.86 -1.63 4.58
H -4.24 -1.22 5.19
H -3.76 -3.73 2.43
H -3.42 -3.39 4.15
H -5.08 -3.67 3.60
H -4.87 -2.00 1.00
H -6.24 -2.04 2.15
H -5.47 -0.49 1.74
H -1.79 -2.81 2.61
H 0.37 -2.84 1.48
H 1.69 0.31 3.28
H 5.78 -0.94 2.62
H 2.52 -3.71 1.89
H 0.40 0.82 1.88
H -3.43 2.85 1.25
H -2.37 4.29 1.18
H -1.96 2.82 0.25
H 0.43 2.81 3.15
H 0.30 2.92 1.36
H -0.20 4.28 2.38
H -1.70 2.82 4.55
H -2.19 4.30 3.68
H -3.29 2.90 3.74
C 3.16 -0.20 -1.41
Na 4.27 -4.81 0.22
C 2.00 0.19 -0.70
C 1.16 -0.95 -0.54
C 1.85 -2.09 -1.07
C 3.11 -1.63 -1.62
C 3.96 -2.55 -2.23
C 3.57 -3.89 -2.34
C 2.37 -4.34 -1.75
C 1.53 -3.45 -1.08
H 3.98 0.43 -1.75
H 1.78 1.20 -0.35
H 0.10 -0.94 -0.28
H 4.90 -2.20 -2.65
H 4.18 -4.59 -2.93
H 2.06 -5.39 -1.89
H 0.60 -3.79 -0.62
*
```

* molecular weight: 468.6 g mol⁻¹
* DFT total energy: -43509.7992 eV
* ΔE to the lowest compared entry with this formula, charge and spin: 0.0 kcal/mol



no.,HOMO-LUMO gap (eV)
1,7.62
2,6.43
3,9.25
4,4.54